Entry 1:
17
Properties=species:S:1:pos:R:3 method="wB97M-V/def2-TZVPD" e_homo_ev="-15.296 / -14.726" charge=+1 e_tot_ev=-11350.058 orbital_gap_ev="11.9542 / 5.4965" multiplicity=2 relative_energy_kj_mol=38.4
N -0.23712 -0.00095 1.67146
C 0.35463 -0.67441 0.56758
C 0.10545 -0.03764 -0.84951
N -0.09304 1.27616 -0.91689
O 0.35832 -0.75218 -1.78971
H 0.09277 -0.46943 2.52513
H -1.23515 -0.15340 1.77882
H -0.00318 -1.71658 0.52462
H 1.43556 -0.59914 0.67742
H -0.32642 1.84424 -0.12547
H -0.08648 1.64975 -1.84701
H -0.46036 4.36041 1.60533
H 0.33881 3.26524 2.33883
O -0.36591 3.42836 1.70277
H -0.20163 -2.59947 -1.55152
H 0.69796 -3.75589 -1.28359
O -0.10350 -3.32572 -0.93886



Entry 2:
15
Properties=species:S:1:pos:R:3 method="wB97M-V/def2-TZVPD" e_homo_ev=-13.219 charge=+1 e_tot_ev=-6696.863 orbital_gap_ev=8.6149 relative_energy_kj_mol=402.9
C -2.97201 -0.64035 -1.47525
C -1.82622 -0.29251 -0.98017
N 1.30848 0.63898 1.95417
N 0.33004 0.92788 1.23911
N 2.51429 -0.10303 -0.16480
H -3.51760 -1.49475 -1.12506
H -1.39508 0.64689 -1.22660
H -3.62147 -0.18969 -2.24235
H -1.31863 -0.80590 -0.21134
H 1.19472 0.73671 2.98927
H 2.26553 0.37494 0.73815
H -0.49814 1.12016 1.80337
H 1.84896 -0.84838 -0.09572
H 2.12882 0.36654 -0.96076
H 3.55832 -0.43750 -0.24202



Entry 3:
15
Properties=species:S:1:pos:R:3 method="wB97M-V/def2-TZVPD" e_homo_ev=-14.355 charge=+1 e_tot_ev=-6699.081 orbital_gap_ev=9.7465 relative_energy_kj_mol=188.9
C 0.20509 1.01430 -2.03010
N 1.40326 0.30546 -1.45884
H 0.07982 1.87732 -1.37763
H -0.60599 0.29900 -1.91387
H 0.24658 1.27464 -3.08347
H 1.29057 -0.67647 -1.67069
H 2.28495 0.62828 -1.82706
H 0.93230 0.13242 0.01790
N -1.58644 -1.00706 1.64590
C -0.71954 -0.07709 1.28891
N 0.54009 -0.28153 0.98028
H -2.57487 -0.79252 1.62734
H -1.37163 -1.98209 1.47238
H -1.11222 0.88313 1.65841
H 1.26791 -0.66431 1.57124



Entry 4:
15
Properties=species:S:1:pos:R:3 method="wB97M-V/def2-TZVPD" e_homo_ev=-13.895 charge=+1 e_tot_ev=-6698.440 orbital_gap_ev=8.8633 relative_energy_kj_mol=250.8
C 1.87780 -0.33538 -0.50115
N 1.17282 -1.44899 0.18529
H 2.82460 -0.70311 -0.88026
H 1.97768 0.44273 0.26128
H 1.19624 -0.10572 -1.31924
H 1.14392 -2.27888 -0.38933
H 1.39218 -1.59073 1.15813
H -0.41946 -1.07729 0.13892
N -0.70387 1.73475 0.37875
C -1.38857 0.78020 -0.23613
N -1.41243 -0.50086 0.11448
H -1.12767 2.64483 0.20193
H -0.15115 1.75042 1.22477
H -1.66998 0.97406 -1.27866
H -2.02300 -0.89421 0.81771



Entry 5:
15
Properties=species:S:1:pos:R:3 method="wB97M-V/def2-TZVPD" e_homo_ev="-20.390 / -20.108" charge=+2 e_tot_ev=-6684.561 orbital_gap_ev="11.4280 / 5.7126" multiplicity=2 relative_energy_kj_mol=238.1
C -1.15031 0.89154 -1.57950
N -0.15693 1.30802 -0.46078
H -1.77227 0.00194 -1.19931
H -0.52270 0.42347 -2.33643
H -1.66264 1.82446 -1.98069
H 0.43684 1.89912 -1.04855
H -0.72754 1.81497 0.16906
H 0.50867 -0.34171 -0.72113
N 0.38897 -0.50333 2.10704
C 1.02929 -1.29404 1.18166
N 0.75477 -1.27379 -0.12601
H 0.74585 -0.33937 3.02942
H -0.62116 -0.21983 2.12079
H 1.82049 -2.00417 1.50401
H 0.92867 -2.18728 -0.65958



Entry 6:
15
Properties=species:S:1:pos:R:3 method="wB97M-V/def2-TZVPD" e_homo_ev="-20.758 / -20.622" charge=+2 e_tot_ev=-6685.514 orbital_gap_ev="11.0941 / 6.1294" multiplicity=2 relative_energy_kj_mol=146.2
C 2.60116 -0.06001 0.61797
N 1.87488 0.45645 -0.59646
H 2.01504 -0.83277 1.14378
H 3.57002 -0.50332 0.42077
H 2.57145 0.69994 1.39830
H 2.00906 -0.10155 -1.44085
H 2.39115 1.32788 -0.75143
H 0.66241 0.37903 -0.45175
N -2.81956 -0.48598 0.25233
C -1.43536 -0.51242 0.06497
N -0.71790 0.51149 -0.23800
H -3.28643 -1.40515 0.22882
H -3.32959 0.25110 -0.25776
H -1.01670 -1.47777 0.35239
H -1.14602 1.26080 -0.79956



Entry 7:
16
Properties=species:S:1:pos:R:3 method="wB97M-V/def2-TZVPD" e_homo_ev=-3.018 charge=-1 e_tot_ev=-8753.669 orbital_gap_ev=7.5251 relative_energy_kj_mol=43.2
N 2.35098 1.69730 0.16899
C 1.41012 1.51167 1.30556
O 0.87147 0.24925 1.35125
H 2.89134 0.86136 0.03839
H 1.87446 1.84172 -0.64817
H 1.93280 1.68436 2.24929
H 0.59678 2.30684 1.21372
N -1.61715 -1.81119 -1.80013
C -1.12278 -1.48889 -0.43121
N -1.23814 -0.11976 -0.00690
H -2.60130 -1.86139 -1.83262
H -1.31341 -1.11811 -2.48288
H -1.62985 -2.14802 0.26454
H -0.06213 -1.76524 -0.43557
H -0.27382 0.10239 0.48246
H -2.06937 0.05771 0.56327



Entry 8:
16
Properties=species:S:1:pos:R:3 method="wB97M-V/def2-TZVPD" e_homo_ev=-7.465 charge=0 e_tot_ev=-8193.789 orbital_gap_ev=8.3924 relative_energy_kj_mol=293.9 smiles=C[C@@H](N)NNN
C 0.22345 -0.80271 1.37038
C 0.79840 0.11242 0.30324
N 1.19431 -0.56246 -0.89966
N 0.08281 1.32695 0.00375
N -1.38268 1.20856 -0.36007
N -1.69928 0.14131 -1.22058
H 0.99385 -1.48692 1.74380
H -0.15704 -0.23189 2.22253
H -0.59288 -1.42420 0.98473
H 1.58434 0.81534 0.77976
H 1.78215 -1.36628 -0.69489
H 1.55549 0.09116 -1.58798
H 0.52516 1.81103 -0.77295
H -1.97325 1.23474 0.47670
H -0.84070 -0.22083 -1.64623
H -2.09410 -0.64623 -0.70254



Entry 9:
16
Properties=species:S:1:pos:R:3 method="wB97M-V/def2-TZVPD" e_homo_ev=-19.202 charge=+2 e_tot_ev=-8177.232 orbital_gap_ev=11.4156 relative_energy_kj_mol=149.2 smiles="[NH3+]C/N=C/N[NH3+]"
N 0.01012 -0.98213 -2.27421
C 0.88443 -0.25598 -1.30308
N 0.24240 -0.03082 -0.05247
C -0.50457 0.94611 0.29198
N -0.92764 0.98643 1.66961
N -0.14435 0.06283 2.41976
H 0.66430 -1.42827 -3.01435
H -0.90628 -0.50347 -2.55754
H -0.25041 -1.82885 -1.68082
H 1.22613 0.81909 -1.61712
H 1.86701 -0.82102 -1.07930
H -0.86214 1.78478 -0.36009
H -1.36100 1.74333 2.14625
H 0.20440 -0.54430 1.39979
H 0.66910 0.47019 2.86679
H -0.81150 -0.41792 3.14481



Entry 10:
16
Properties=species:S:1:pos:R:3 method="wB97M-V/def2-TZVPD" e_homo_ev="-19.319 / -19.560" charge=+2 e_tot_ev=-8173.749 orbital_gap_ev="8.9694 / 9.2425" relative_energy_kj_mol=485.2
C 1.66367 -0.30025 0.08173
C -1.65608 0.02467 -1.09269
N 2.03130 -0.60867 -1.09110
N 2.17013 0.41642 1.01825
N -0.92699 0.39339 0.02454
N -1.55698 -0.03425 1.30428
H -1.12534 0.44861 -2.03904
H -2.66249 0.45427 -1.35215
H -1.94133 -1.05305 -1.20614
H 2.87932 -0.19089 -1.52735
H 1.44342 -1.00440 -1.78150
H 3.15460 0.91611 1.06405
H 1.62526 0.49825 1.87997
H -1.15279 -0.88641 1.62390
H -2.56271 0.24832 1.06629
H -1.38301 0.67789 2.02698



Entry 11:
17
Properties=species:S:1:pos:R:3 method="wB97M-V/def2-TZVPD" e_homo_ev=-13.281 charge=+1 e_tot_ev=-17479.969 orbital_gap_ev=10.3901 relative_energy_kj_mol=0.0 smiles="CNP(N)NC=[NH2+]"
C -2.14145 1.00294 0.17158
N -1.32010 0.09811 0.96314
P -0.25127 -1.04320 0.44230
N -1.00134 -1.45735 -1.01459
N 0.95563 0.04945 -0.50373
C 2.17008 0.36842 -0.21531
N 2.89305 -0.14348 0.73969
H -1.79795 2.03277 0.28666
H -3.18064 0.94814 0.49449
H -2.08398 0.72580 -0.87659
H -1.34186 0.28652 1.95403
H -0.52024 -2.18121 -1.54214
H -1.96181 -1.75676 -0.87895
H 0.51636 0.50178 -1.29941
H 2.72036 1.29614 -0.95216
H 3.84173 0.14942 0.90951
H 2.50345 -0.87748 1.32149



Entry 12:
17
Properties=species:S:1:pos:R:3 method="wB97M-V/def2-TZVPD" e_homo_ev="-18.709 / -19.002" charge=+2 e_tot_ev=-19008.582 orbital_gap_ev="7.5780 / 7.5965" relative_energy_kj_mol=424.9
C -0.34163 -0.60928 -0.53720
C -1.57212 0.67375 1.25504
N 0.51165 -0.79155 -1.51397
N -0.39355 0.46527 0.37763
N 1.75029 -0.15645 -1.50603
N 0.57804 1.34235 0.31884
S 0.35803 -1.37809 1.63938
H -1.23352 -1.28200 -0.61770
H -1.96443 -0.20754 1.55500
H -1.51330 1.30820 2.12565
H -2.36217 1.26720 0.63801
H 0.52749 -1.63598 -2.03592
H 2.60919 -0.74112 -1.57445
H 1.86484 0.38627 -2.37653
H 0.41960 2.32600 0.51526
H 1.39753 1.17508 -0.32705
H -0.63596 -2.14212 2.06405



Entry 13:
14
Properties=species:S:1:pos:R:3 method="wB97M-V/def2-TZVPD" e_homo_ev=-16.047 charge=+1 e_tot_ev=-5765.885 orbital_gap_ev=12.4140 relative_energy_kj_mol=173.5
C 0.21253 1.00090 1.71136
C 0.50863 0.36159 0.46207
N -0.80113 -0.20473 -0.22217
H 0.67759 0.46945 2.72951
H 0.55550 2.01965 1.76601
H -0.79165 0.88257 2.13595
H 0.81018 1.17484 -0.17148
H 1.22206 -0.47736 0.40227
H -0.70847 0.05663 -1.31215
H -1.62987 0.12258 0.20043
H -0.96856 -1.20243 -0.11885
H 0.66505 -0.68446 -2.59688
H 0.32665 -2.16365 -2.69442
O -0.07850 -1.35559 -2.29166



Entry 14:
14
Properties=species:S:1:pos:R:3 method="wB97M-V/def2-TZVPD" e_homo_ev=-15.856 charge=+1 e_tot_ev=-5759.191 orbital_gap_ev=5.0093 relative_energy_kj_mol=819.3
C 2.45589 -1.03531 0.12410
N 1.90159 0.14514 -0.55924
C -3.02677 0.60055 -0.47759
H 2.67688 -0.77211 1.17549
H 1.68709 -1.79784 0.13016
H 3.37120 -1.35560 -0.37579
H -2.74942 0.95236 -1.47458
H -0.47148 0.54616 1.86522
H -2.11934 0.39646 0.14460
H -3.34816 -0.37678 -0.79477
H -3.87795 1.11037 -0.04512
H 2.64205 0.84466 -0.66769
H 1.11185 0.52185 -0.00805
O -0.25345 0.22009 0.96326



Entry 15:
15
Properties=species:S:1:pos:R:3 method="wB97M-V/def2-TZVPD" e_homo_ev=-14.364 charge=+1 e_tot_ev=-7813.692 orbital_gap_ev=10.7936 relative_energy_kj_mol=127.2
C 0.13561 1.30007 0.60609
C 1.00590 2.06324 1.28610
N 0.65071 0.11075 -0.14244
H -0.92523 1.12712 0.75225
H 0.85337 2.49024 2.27220
H 1.93170 2.41694 0.80278
H 1.64690 0.02960 0.06310
H 0.36595 0.04915 -1.13938
H 0.24094 -0.74911 0.27859
H -1.13879 -2.60678 0.38569
H -0.98881 -2.34437 1.84161
O -0.56844 -2.12110 1.00677
H -1.63620 -0.58876 -2.17173
H -0.86059 -0.67433 -3.39031
O -0.71303 -0.50267 -2.45133



Entry 16:
15
Properties=species:S:1:pos:R:3 method="wB97M-V/def2-TZVPD" e_homo_ev=-15.125 charge=+1 e_tot_ev=-7814.354 orbital_gap_ev=12.0843 relative_energy_kj_mol=63.3
C -0.54554 -0.43929 -0.99468
C -0.07255 -0.36504 -2.21635
N 0.42033 -0.29007 0.12415
H -1.58120 -0.44791 -0.69537
H -0.66128 -0.59229 -3.08042
H 0.97355 -0.10104 -2.32822
H 0.20072 -0.62180 1.07324
H 0.80294 0.68654 0.16510
H 1.15865 -0.92209 -0.14596
H 1.70123 2.75398 -0.36075
H 0.18702 2.98685 -0.42890
O 0.85903 2.43179 -0.01781
H -1.00208 -2.47968 3.00803
H -1.37792 -0.99276 3.28641
O -1.06291 -1.60719 2.61153



Entry 17:
15
Properties=species:S:1:pos:R:3 method="wB97M-V/def2-TZVPD" e_homo_ev=-14.384 charge=+1 e_tot_ev=-7813.056 orbital_gap_ev=10.5267 relative_energy_kj_mol=188.5
C -0.09263 1.21767 1.30838
C -0.38047 2.26882 0.54898
N 0.04230 -0.18582 0.78085
H -0.02202 1.17183 2.39221
H 0.06579 3.22882 0.79326
H -1.17779 2.30248 -0.18930
H 0.26524 -0.90018 1.46694
H 0.80275 -0.06445 0.07001
H -0.75559 -0.45759 0.17991
H 2.89621 -0.58694 0.50929
H 2.97499 -0.93613 -1.04822
O 2.41333 -0.66038 -0.31909
H -2.87731 -1.56685 -2.23266
H -1.97170 -2.75333 -2.45885
O -2.18311 -2.07797 -1.80171



Entry 18:
15
Properties=species:S:1:pos:R:3 method="wB97M-V/def2-TZVPD" e_homo_ev=-14.861 charge=+1 e_tot_ev=-7813.884 orbital_gap_ev=11.5809 relative_energy_kj_mol=108.7
C 1.16952 1.20878 0.29779
C 1.22124 1.77887 1.49518
N 0.17843 0.12938 0.11798
H 1.33206 1.63591 -0.67640
H 1.59918 2.79895 1.73287
H 0.88086 1.25231 2.38860
H 0.67326 -0.76174 0.20783
H -0.43569 0.17114 -0.74021
H -0.53681 0.01600 0.85439
H 0.08993 -2.85546 0.73806
H 0.27139 -3.14943 -0.85204
O -0.13807 -2.62195 -0.16251
H -2.33323 -0.61247 -1.83250
H -2.26129 0.88638 -1.89757
O -1.71079 0.12333 -1.67147



Entry 19:
16
Properties=species:S:1:pos:R:3 method="wB97M-V/def2-TZVPD" e_homo_ev=-2.803 charge=-1 e_tot_ev=-18657.133 orbital_gap_ev=6.6500 relative_energy_kj_mol=80.6
C -0.03997 -0.01902 0.13974
C 1.30534 0.70355 0.35877
S 1.15049 2.51896 0.03608
N -0.75047 0.47354 -1.06714
H -0.55154 0.17942 1.07897
H -0.00153 -1.09304 -0.10353
H 2.07518 0.24878 -0.29899
H 1.71258 0.50595 1.33252
H -0.11440 0.62265 -1.84384
H -1.23677 1.32243 -0.81053
H -3.42319 -0.82222 -1.20233
H -2.84019 0.45638 -0.62562
O -3.58415 -0.15345 -0.54004
H 1.84668 -1.30951 1.83069
H 2.33489 -1.59027 0.44134
O 2.11704 -2.04413 1.27391



Entry 20:
16
Properties=species:S:1:pos:R:3 method="wB97M-V/def2-TZVPD" e_homo_ev=-3.661 charge=-1 e_tot_ev=-9868.528 orbital_gap_ev=7.9402 relative_energy_kj_mol=119.9
C -0.31923 -0.76876 -0.05385
O -0.05232 0.52603 0.24574
C 1.05017 -1.40869 -0.31855
N 1.58987 -1.67239 1.04249
H -0.85569 -1.01840 -0.95984
H -0.71690 -1.30986 0.78369
H 1.82584 -0.66024 -0.67537
H 1.02414 -2.26763 -0.97095
H 1.00537 -1.31905 1.69730
H 2.47236 -1.14011 1.17732
H -0.09078 3.53068 -0.86437
H 0.13430 2.15785 -0.54441
O 0.63937 2.96462 -0.82713
H -1.82457 0.86300 0.45961
H -3.00627 0.48451 -0.50183
O -2.87567 1.03844 0.31013